1.
{
  "formula": "C20H17Cl4CsN2O5Te",
  "method": "ωB97M-V/def2-TZVPD",
  "symbols": ["Cs", "Cl", "C", "C", "Cl", "C", "Cl", "C", "O", "C", "O", "C", "Cl", "C", "O", "H", "H", "H", "H", "C", "N", "C", "C", "C", "O", "N", "C", "O", "H", "H", "H", "H", "H", "C", "Te", "C", "C", "C", "C", "C", "C", "C", "H", "H", "H", "H", "H", "H", "H", "H"],
  "xyz": [[0.603077, 1.799921, -0.551657], [6.671739, 1.499349, -3.696104], [5.078452, 0.947716, -3.198223], [4.258090, 0.282786, -4.076228], [4.787838, -0.021996, -5.725482], [2.976700, -0.132307, -3.644291], [1.945537, -1.015901, -4.754389], [2.472916, 0.099724, -2.355872], [1.309164, -0.246338, -1.940102], [3.368388, 0.802696, -1.401418], [2.980683, 1.033281, -0.202268], [4.633486, 1.202044, -1.885697], [5.677927, 2.019710, -0.730523], [-2.980623, -0.046525, 1.422844], [-3.438137, 0.908937, 2.346054], [-2.651613, -0.984173, 1.890741], [-2.138733, 0.307662, 0.820801], [-3.788534, -0.297054, 0.731723], [-2.658287, 1.362380, 2.724823], [0.746415, 3.015773, 5.354322], [0.611687, 3.398119, 3.961661], [1.437502, 4.387701, 3.481727], [1.391008, 4.782136, 2.211308], [0.460487, 4.100033, 1.301008], [0.472825, 4.366113, 0.087596], [-0.350710, 3.109648, 1.809205], [-0.306844, 2.763312, 3.124607], [-1.032114, 1.893467, 3.641476], [0.546172, 3.870811, 6.006577], [1.756374, 2.654632, 5.561822], [0.031230, 2.231938, 5.571810], [2.125289, 4.809586, 4.204425], [2.052403, 5.550284, 1.840257], [-3.134301, -1.793861, -2.277768], [-1.199604, -0.930304, -2.618842], [-0.768051, -2.142514, -0.924291], [-1.654756, -3.367588, -1.072075], [-1.310685, -4.627361, -0.599762], [-2.153415, -5.716381, -0.810270], [-3.347336, -5.545203, -1.498763], [-3.694717, -4.283844, -1.974504], [-2.862236, -3.192223, -1.766576], [-3.738614, -1.772448, -3.183555], [-3.605664, -1.176417, -1.511958], [-1.018740, -1.572062, -0.029191], [0.299690, -2.338786, -0.933757], [-0.368113, -4.763647, -0.082159], [-1.869226, -6.696902, -0.447649], [-4.004866, -6.387931, -1.675782], [-4.619161, -4.147992, -2.525634]],
  "atomic_forces_ev_per_a": [[-1.7, 0.0, -0.3], [-0.3, -0.1, 0.0], [0.3, 0.2, 0.2], [0.0, -0.1, -0.2], [-0.1, 0.0, 0.3], [0.0, 0.0, 0.0], [0.1, 0.1, 0.1], [0.7, 0.1, -0.1], [0.1, -1.3, -0.8], [0.3, 0.0, 0.2], [1.3, -0.6, -0.4], [0.0, -0.1, 0.0], [-0.1, -0.1, -0.3], [0.2, -0.2, -0.2], [0.1, 0.1, 0.1], [-0.1, 0.0, 0.2], [0.0, 0.2, 0.0], [-0.1, 0.1, 0.1], [0.0, -0.1, 0.0], [0.0, 0.1, 0.0], [0.6, 0.4, 0.4], [-0.2, -0.2, 0.2], [-0.1, 0.0, -0.2], [-0.1, -0.1, 0.4], [-0.2, 1.0, 0.6], [0.1, 0.6, 0.9], [-0.2, 0.0, -0.8], [-0.1, 0.1, -0.3], [0.0, 0.0, 0.0], [0.0, 0.0, 0.0], [0.0, -0.1, -0.1], [0.0, 0.0, 0.0], [0.0, 0.0, -0.1], [-0.2, -0.3, 0.1], [0.4, 0.2, -0.3], [-0.1, -0.3, 0.0], [0.2, 0.4, 0.0], [-0.1, 0.0, 0.0], [-0.1, 0.1, 0.0], [0.1, 0.1, 0.0], [0.0, 0.0, 0.0], [0.0, 0.3, -0.1], [-0.1, -0.1, 0.1], [-0.2, -0.1, 0.0], [0.0, -0.1, 0.1], [0.0, -0.1, 0.1], [0.0, 0.0, 0.0], [0.0, 0.0, 0.0], [0.0, 0.0, 0.0], [0.0, 0.0, 0.0]],
  "lowdin_charge": [1.5074, 0.5526, -0.7309, -0.7302, 0.5489, -0.6052, 0.5804, -0.4935, -0.5625, -0.5143, -0.3918, -0.6094, 0.5923, -0.1852, -0.1348, 0.0766, 0.0539, 0.0658, 0.0331, -0.0473, -0.0728, -0.0886, -0.0026, -0.6444, -0.2419, 0.0404, -0.5146, -0.0263, 0.0812, 0.0853, 0.0754, 0.1149, 0.1002, -0.4693, 1.3082, -0.3949, -0.2749, -0.0466, -0.1124, -0.1169, -0.0614, -0.2956, 0.0392, 0.0286, 0.0449, 0.0554, 0.1094, 0.0875, 0.0859, 0.1011],
  "gap_ev": 4.858,
  "relative_energy_kcal_mol": 14.5,
  "charge": -2,
  "energy_ev": -92166.859,
  "lumo_ev": 3.95,
  "homo_ev": -0.91
}

---

2.
{
  "formula": "C8H14N2O2",
  "method": "ωB97M-V/def2-TZVPD",
  "symbols": ["N", "C", "C", "C", "C", "O", "H", "H", "H", "H", "H", "H", "H", "H", "H", "C", "C", "C", "C", "O", "N", "H", "H", "H", "H", "H"],
  "xyz": [[-4.020710, -0.921325, -0.550525], [-3.922650, 0.513070, -0.305753], [-2.477199, 0.910178, -0.020550], [-1.800497, -0.000413, 0.973569], [-0.342597, -0.106894, 1.025896], [-1.129797, -1.132874, 0.434607], [-3.330393, -1.205955, -1.224438], [-4.932513, -1.158619, -0.934928], [-4.543858, 0.750882, 0.572064], [-4.302547, 1.149905, -1.130678], [-1.890539, 0.879780, -0.954810], [-2.449510, 1.947176, 0.338337], [-2.361186, -0.216736, 1.881209], [0.156880, -0.382308, 1.964370], [0.214530, 0.474547, 0.351784], [1.756416, 2.093915, -0.304306], [2.293984, 0.700317, -0.267986], [1.727750, -0.487001, -0.816744], [2.621129, -1.439622, -0.494081], [3.644310, -0.907083, 0.185468], [3.429983, 0.453592, 0.324042], [2.446323, 2.773709, 0.216015], [0.784647, 2.153741, 0.181958], [1.626449, 2.441141, -1.344253], [0.792072, -0.600378, -1.369478], [2.670611, -2.514402, -0.662645]],
  "atomic_forces_ev_per_a": [[-0.5, 0.1, 0.0], [-0.2, 0.4, 0.1], [0.1, 0.0, -0.2], [-0.2, 0.1, 0.2], [-0.9, -0.4, 1.3], [0.1, -0.2, -0.2], [0.3, -0.2, -0.2], [0.2, 0.0, 0.1], [0.2, -0.1, -0.2], [0.1, -0.2, 0.2], [-0.1, 0.0, 0.2], [0.0, -0.1, 0.0], [0.0, 0.0, -0.1], [-0.1, 0.1, -0.4], [0.1, 0.3, -0.3], [0.4, 0.4, -0.3], [0.4, 0.2, -0.2], [-0.2, -0.2, -0.8], [0.1, -0.4, -0.1], [0.1, 0.0, 0.1], [-0.2, -0.1, 0.0], [-0.2, -0.2, -0.2], [0.0, 0.2, 0.0], [0.1, -0.2, 0.4], [0.5, 0.0, 0.3], [0.0, 0.4, 0.1]],
  "nbo_charge": [-0.8335, -0.2081, -0.4351, 0.0556, -0.1077, -0.5062, 0.3558, 0.3585, 0.1817, 0.1668, 0.2013, 0.2173, 0.1893, 0.1885, 0.1775, -0.6470, 0.1346, -0.3789, 0.1408, -0.2827, -0.1277, 0.2435, 0.2204, 0.2292, 0.2500, 0.2163],
  "gap_ev": 10.269,
  "smiles": "NCC[C@@H]1CO1.Cc1ccon1",
  "relative_energy_kcal_mol": 62.5,
  "energy_ev": -15595.081,
  "lumo_ev": 0.86,
  "homo_ev": -9.41
}

---

3.
{
  "formula": "C22H24BiN5S3",
  "method": "ωB97M-V/def2-TZVPD",
  "symbols": ["Bi", "C", "C", "N", "C", "C", "S", "C", "C", "N", "H", "H", "H", "H", "H", "H", "H", "H", "H", "H", "H", "H", "H", "H", "S", "C", "S", "C", "C", "N", "C", "N", "N", "C", "C", "C", "C", "C", "C", "C", "C", "C", "C", "C", "C", "H", "H", "H", "H", "H", "H", "H", "H", "H", "H"],
  "xyz": [[-1.142572, 0.287389, 0.393613], [1.664391, 3.492450, 0.830606], [0.452907, 3.831776, 1.711787], [-0.075909, 2.647126, 2.366709], [0.541114, 2.250800, 3.614744], [1.915944, 1.599939, 3.480960], [2.008585, 0.230290, 2.270941], [3.229432, 0.811831, 1.046032], [2.615481, 1.483149, -0.186878], [1.428984, 2.237588, 0.142934], [2.554482, 3.385155, 1.449501], [1.853873, 4.331977, 0.142985], [-0.337169, 4.225866, 1.071253], [0.739260, 4.619132, 2.429347], [-1.067846, 2.770050, 2.526554], [-0.133463, 1.536972, 4.094214], [0.669934, 3.104246, 4.306163], [2.186410, 1.165412, 4.445075], [2.675408, 2.322887, 3.199647], [3.776634, -0.078917, 0.738274], [3.913489, 1.469496, 1.578492], [2.328920, 0.712083, -0.902337], [3.403584, 2.101200, -0.652955], [0.859649, 2.390021, -0.678581], [-3.330330, -0.924433, -0.208266], [-3.753919, 0.487034, -1.152476], [-2.586553, 1.774572, -1.188579], [-4.933940, 0.583819, -1.836905], [-5.187304, 1.701199, -2.652582], [-5.376043, 2.591209, -3.353234], [-5.931164, -0.406457, -1.793549], [-6.766786, -1.194599, -1.768400], [-0.216590, -1.902553, 1.374055], [-0.504928, -3.000181, 0.535060], [-1.203602, -4.083407, 1.050590], [-1.453904, -5.195176, 0.270418], [-1.007702, -5.221111, -1.040476], [-0.361674, -4.122790, -1.571912], [-0.107349, -2.984756, -0.804886], [0.480308, -1.825690, -1.501014], [1.452024, -2.076355, -2.476000], [1.843619, -1.101548, -3.370946], [1.230006, 0.139094, -3.344847], [0.320697, 0.417930, -2.339632], [-0.018720, -0.523921, -1.377375], [-0.475871, -2.073262, 2.337840], [0.743661, -1.580350, 1.318873], [-1.534894, -4.043656, 2.079437], [-1.968452, -6.040328, 0.700191], [-1.164277, -6.095730, -1.651385], [-0.068909, -4.127271, -2.611876], [1.899605, -3.057987, -2.535775], [2.604148, -1.318818, -4.105546], [1.477439, 0.890981, -4.079402], [-0.160117, 1.386625, -2.320484]],
  "atomic_forces_ev_per_a": [[-0.1, 0.2, 0.1], [-0.3, 0.1, 0.1], [0.2, -0.1, 0.0], [-0.4, 0.3, 0.3], [0.1, 0.0, 0.0], [-0.1, -0.3, -0.2], [0.4, 0.0, 0.2], [-0.3, -0.1, 0.2], [0.2, 0.0, -0.1], [0.0, 0.2, -0.5], [0.0, 0.0, 0.0], [0.1, -0.1, 0.1], [0.0, 0.1, 0.0], [-0.1, 0.0, -0.1], [0.1, 0.0, 0.0], [0.0, 0.0, 0.0], [-0.1, -0.1, 0.0], [0.1, 0.2, 0.0], [0.1, 0.0, 0.1], [0.1, 0.1, 0.0], [0.1, 0.0, 0.0], [0.1, 0.1, 0.0], [-0.1, -0.1, 0.0], [0.1, 0.1, -0.2], [-0.3, -0.1, 0.0], [0.2, -0.1, 0.2], [-0.2, 0.4, -0.2], [0.6, 0.0, 0.4], [0.0, 0.4, -0.4], [-0.1, 0.3, -0.2], [-0.3, -0.5, 0.1], [-0.2, -0.2, 0.0], [-0.2, 0.0, -0.1], [0.0, -0.4, -0.2], [0.1, 0.1, 0.0], [0.1, 0.0, 0.1], [0.0, -0.2, 0.0], [-0.1, 0.0, 0.2], [-0.1, -0.3, 0.2], [0.3, 0.2, -0.1], [0.0, 0.0, 0.1], [0.1, 0.1, -0.1], [0.0, 0.0, 0.0], [0.0, 0.1, -0.1], [-0.1, 0.1, 0.2], [0.1, 0.0, 0.0], [0.0, -0.1, 0.1], [0.0, -0.1, 0.1], [-0.1, -0.1, 0.0], [-0.1, -0.1, -0.1], [0.0, 0.0, 0.0], [0.0, -0.1, 0.0], [0.1, 0.0, -0.1], [0.0, 0.1, -0.1], [0.0, 0.1, 0.0]],
  "nbo_charge": [1.3002, -0.2293, -0.2296, -0.6276, -0.2268, -0.5179, 0.1477, -0.5237, -0.2395, -0.6407, 0.1815, 0.1900, 0.2056, 0.1753, 0.3742, 0.2010, 0.1754, 0.2319, 0.2135, 0.2386, 0.2138, 0.2240, 0.1770, 0.3738, -0.1590, -0.1834, -0.2116, -0.4335, 0.2927, -0.3186, 0.2908, -0.3153, -0.8633, 0.2291, -0.2658, -0.1814, -0.2239, -0.1616, -0.1380, 0.0031, -0.2165, -0.2126, -0.2049, -0.2537, -0.4046, 0.3980, 0.4115, 0.2079, 0.2200, 0.2190, 0.2184, 0.2165, 0.2177, 0.2179, 0.2165],
  "gap_ev": 7.763,
  "relative_energy_kcal_mol": 12.3,
  "energy_ev": -68998.818,
  "lumo_ev": -0.14,
  "homo_ev": -7.90
}